No. 1
# CH5N3O2

2 unconnected molecules or ions with the total composition CH5N3O2 at a distorted geometry (wB97M-V/def2-TZVPD, the Open Molecules 2025 dataset).

XYZ file:
```
11
Properties=species:S:1:pos:R:3:mulliken_charge:R:1
H 0.682 -1.457 0.557 0.326
N 0.019 -0.119 -0.962 -0.235
H -0.710 1.716 -0.665 0.273
H 0.187 1.024 0.832 0.292
N 3.111 0.223 -0.067 0.360
H 1.125 -1.873 -0.944 0.300
O 4.259 0.578 -0.194 -0.423
O 2.732 -0.826 0.517 -0.369
N 0.514 -1.213 -0.436 -0.179
C -0.534 0.847 -0.097 -0.581
H -1.694 0.398 0.209 0.237
```

Properties
* lowest unoccupied orbital energy (alpha / beta): -2.218 / -0.449 eV
* HOMO-LUMO gap (alpha / beta): 5.082 / 8.741 eV
* electronic energy: -9676.58293 eV
* energy relative to the best compared isomer or geometry (same formula, charge and spin): 135.77 kcal per mole

No. 2
# C5H13NO2

2 unconnected molecules or ions with the total composition C5H13NO2 at a distorted geometry (wB97M-V/def2-TZVPD, the Open Molecules 2025 dataset).

XYZ file:
```
21
Properties=species:S:1:pos:R:3:mulliken_charge:R:1
C 0.118 0.078 -1.885 -0.349
H -1.396 -1.061 -0.697 0.367
H 1.335 -2.176 1.640 0.359
C -0.932 -0.073 -0.801 -0.821
O -0.789 1.443 1.025 -0.620
H 1.238 0.184 1.768 0.277
C 1.037 -1.631 0.745 -1.011
H -1.802 -0.773 3.114 0.297
H -0.037 2.278 -1.783 0.282
O -1.903 0.109 3.482 -0.618
H -1.113 0.597 3.222 0.324
N 0.633 -0.289 1.119 -0.026
H 1.073 1.640 -2.951 0.413
H 0.220 -2.237 0.404 0.337
C 0.706 1.506 -1.949 -1.136
H 0.870 -0.708 -1.910 0.293
H -1.785 0.577 -0.995 0.298
C -0.420 0.377 0.558 0.425
H 1.520 1.713 -1.250 0.286
H -0.385 0.040 -2.849 0.323
H 1.812 -1.596 -0.009 0.301
```

Properties
* lowest unoccupied orbital energy: 0.647 eV
* HOMO-LUMO gap: 10.400 eV
* electronic energy: -10981.00285 eV
* energy relative to the best compared isomer or geometry (same formula, charge and spin): 20.20 kcal per mole

No. 3
# CH4N2O2

CH4N2O2 in the gas phase at a distorted geometry (wB97M-V/def2-TZVPD, the Open Molecules 2025 dataset).

XYZ file:
```
9
Properties=species:S:1:pos:R:3:mulliken_charge:R:1
H -0.919 0.999 0.907 0.247
N 1.832 0.068 0.015 0.662
H 0.697 -1.071 1.123 0.300
H -0.556 1.001 -0.666 0.223
N -0.655 0.417 0.089 -0.533
C 0.470 -0.643 0.167 -0.374
H 0.338 -1.267 -0.615 0.341
O 2.702 -0.596 -0.548 -0.394
O 1.992 1.172 0.513 -0.473
```

Properties
* 2S+1: 3
* lowest unoccupied orbital energy (alpha / beta): 1.020 / -3.268 eV
* HOMO-LUMO gap (alpha / beta): 8.630 / 6.816 eV
* electronic energy: -8169.91411 eV
* energy relative to the best compared isomer or geometry (same formula, charge and spin): 66.98 kcal per mole

No. 4
# C20H26N3O6PZr

A molecular structure, C20H26N3O6PZr at a distorted geometry (wB97M-V/def2-TZVPD, the Open Molecules 2025 dataset).

XYZ file:
```
57
Properties=species:S:1:pos:R:3:mulliken_charge:R:1
H -1.589 2.956 -4.076 0.497
H -2.987 -2.927 -3.505 0.338
H -0.260 -1.548 -4.070 -0.024
H 1.432 -2.067 -3.355 0.094
N 2.011 -0.506 6.364 0.942
H -2.159 -3.554 -2.051 0.283
C -1.045 1.545 4.258 -0.364
P 2.090 -1.154 -1.121 0.705
N -1.813 -1.411 -2.528 0.072
O -1.678 2.614 7.672 -0.530
H -3.569 -0.542 -1.803 0.679
O 2.802 -1.210 5.699 -0.582
O 2.000 -0.482 7.618 -0.520
H 3.065 1.025 -1.077 0.483
H 0.197 1.153 7.458 0.620
C 2.085 -2.360 -2.499 -0.961
O -2.653 3.240 5.795 -0.553
H 1.510 -0.607 0.153 0.034
C 3.465 -1.580 0.001 -1.186
H 2.660 2.452 -3.665 0.523
C 0.157 0.803 -2.125 1.487
H -3.323 -1.879 -0.139 0.345
H 3.406 0.146 -2.663 0.618
C -0.929 1.458 -2.735 -0.320
C 2.640 0.446 -1.916 -0.944
O -1.419 -0.169 1.588 -0.833
H 1.777 -3.357 -2.123 0.447
C -0.717 2.494 -3.639 -1.076
C -2.671 -2.687 -2.493 -1.012
H -1.547 -0.290 -4.324 0.345
H 0.727 3.781 -4.523 0.458
H 1.716 -0.337 3.697 0.552
H -1.892 2.004 3.760 0.518
H 3.260 -2.622 0.270 0.425
H -1.878 -1.989 -4.573 0.385
C -2.542 -0.320 -1.907 -0.586
C -2.351 1.118 -2.414 -1.194
C 1.642 2.201 -3.421 -0.828
C -0.905 1.715 5.681 -0.321
H -2.548 -2.004 -0.200 -0.197
H 4.436 -1.343 -0.454 0.424
H -3.066 1.325 -3.252 0.512
Zr -0.721 -0.624 -0.663 1.316
H 3.149 -2.393 -2.847 0.435
C -0.367 0.503 1.955 0.966
H 3.319 -0.964 0.892 0.465
N -1.803 2.573 6.425 0.941
C -1.321 -1.280 -3.965 -0.608
C 1.457 1.154 -2.517 -0.051
H -3.571 -2.451 -1.945 0.520
C 0.563 2.908 -3.926 -0.839
C 0.947 0.230 4.211 -0.452
H -2.711 1.739 -1.559 0.340
O 0.467 0.887 1.067 -0.629
C -0.117 0.815 3.487 0.376
C 0.126 1.068 6.375 -0.148
C 1.046 0.303 5.644 -0.387
```

Properties
* lowest unoccupied orbital energy: -9.156 eV
* charge: +2
* HOMO-LUMO gap: 5.866 eV
* electronic energy: -48460.09711 eV
* energy relative to the best compared isomer or geometry (same formula, charge and spin): 57.54 kcal per mole

No. 5
# FNO2S

2 unconnected molecules or ions with the total composition FNO2S at a distorted geometry (wB97M-V/def2-TZVPD, the Open Molecules 2025 dataset).

XYZ file:
```
5
Properties=species:S:1:pos:R:3:mulliken_charge:R:1
S -1.359 0.639 -1.164 0.152
O 1.807 -0.297 -0.143 -0.390
N 1.043 0.113 0.571 0.828
O 0.650 0.316 1.650 -0.394
F -2.141 -0.772 -0.914 -0.195
```

Properties
* lowest unoccupied orbital energy (alpha / beta): -0.502 / -2.283 eV
* HOMO-LUMO gap (alpha / beta): 9.339 / 6.935 eV
* electronic energy: -19131.64195 eV
* energy relative to the best compared isomer or geometry (same formula, charge and spin): 62.91 kcal per mole

No. 6
# C22H26N2O4

2 unconnected molecules or ions with the total composition C22H26N2O4 at a distorted geometry (wB97M-V/def2-TZVPD, the Open Molecules 2025 dataset).

XYZ file:
```
54
Properties=species:S:1:pos:R:3:mulliken_charge:R:1
O -1.704 -0.724 1.996 -0.291
H 1.315 3.328 8.353 0.355
H 1.074 5.779 7.950 0.358
O 1.099 -1.389 6.825 -0.690
H 1.178 -3.075 8.237 0.310
C 0.745 0.848 7.513 -1.224
H -2.162 -3.488 9.968 0.458
C -0.718 0.198 2.148 0.285
C 1.397 4.739 4.714 -0.755
H -0.188 -4.149 7.855 0.339
H -1.488 1.419 7.902 0.547
C 0.227 -3.462 8.604 -0.858
C -2.973 -0.056 1.982 -0.137
N -1.714 -0.453 8.850 0.097
C -4.101 -1.046 1.933 -1.259
H 1.641 2.683 4.126 0.407
C 1.424 2.840 6.247 0.573
H -2.217 1.463 9.535 0.352
C -2.157 0.903 8.591 -1.083
C 0.612 -0.397 2.173 0.351
C 3.023 -0.506 2.150 -0.618
H -5.029 -0.475 1.982 0.386
H 2.685 -2.409 3.102 0.208
H -3.013 0.602 1.105 0.286
C 1.319 1.404 6.419 0.111
N -0.691 -2.370 8.851 0.158
C 1.320 3.734 7.339 -0.531
H 2.911 -2.520 1.344 0.295
H -4.088 -1.729 2.786 0.297
C -2.502 -1.336 9.574 -0.485
H 1.650 0.770 5.591 0.499
O -0.965 1.391 2.248 -0.708
C -0.582 -1.083 8.443 0.496
C 1.801 0.406 2.283 0.537
C 1.199 5.104 7.104 -0.583
H 0.363 -4.013 9.542 0.345
H 1.110 6.682 5.612 0.373
C 2.462 -1.925 2.145 -0.481
H -3.064 0.556 2.887 0.283
C 0.918 -1.827 1.976 -0.677
H 3.737 -0.329 2.963 0.185
H 0.395 -2.465 2.706 0.171
C -1.875 -2.535 9.558 -0.444
H 0.478 1.406 8.410 0.668
C 1.517 3.381 4.952 -0.097
H -4.113 -1.613 0.999 0.313
H 3.529 -0.273 1.202 0.256
H -3.165 0.871 8.155 0.370
C 0.470 -0.587 7.545 0.319
O 1.894 1.614 2.447 -0.885
H 1.435 5.098 3.685 0.455
C 1.221 5.614 5.796 -0.313
H -3.436 -1.035 10.018 0.476
H 0.634 -2.178 0.968 0.197
```

Properties
* lowest unoccupied orbital energy: -2.001 eV
* HOMO-LUMO gap: 3.096 eV
* electronic energy: -34402.85973 eV
* energy relative to the best compared isomer or geometry (same formula, charge and spin): 136.29 kcal per mole